1.
Computed, not measured: a structure of composition C50H44IrN9OS, with the ωB97M-V functional and the def2-TZVPD basis.

Cartesian coordinates (Å):
Ir: -0.191 -0.291 0.034
C: -5.476 -0.119 3.245
C: -4.631 0.773 4.159
C: -5.318 0.845 5.524
C: -4.568 2.193 3.563
C: -3.193 0.247 4.259
C: -2.571 0.042 5.515
C: -1.246 -0.305 5.640
C: -0.503 -0.437 4.475
S: 1.191 -0.693 4.310
C: 1.057 -0.547 2.615
N: -0.174 -0.403 2.176
C: -1.095 -0.289 3.214
C: -2.452 0.039 3.114
C: 2.158 -0.505 1.688
C: 3.499 -0.574 2.077
C: 4.474 -0.471 1.117
C: 4.119 -0.295 -0.239
C: 2.805 -0.221 -0.630
C: 1.774 -0.328 0.322
H: -6.466 0.330 3.117
H: -5.616 -1.114 3.676
H: -5.028 -0.228 2.256
H: -6.351 1.167 5.385
H: -4.839 1.568 6.190
H: -5.341 -0.130 6.021
H: -5.570 2.628 3.530
H: -4.166 2.178 2.544
H: -3.934 2.846 4.170
H: -3.145 0.184 6.422
H: -0.790 -0.423 6.616
H: -2.891 0.189 2.134
H: 3.767 -0.687 3.124
H: 5.520 -0.514 1.397
H: 4.904 -0.214 -0.985
H: 2.572 -0.081 -1.677
C: 0.243 -0.217 -4.286
C: -0.017 1.128 -4.611
C: -0.175 2.042 -3.604
C: -0.104 1.645 -2.260
N: 0.056 0.315 -1.966
C: 0.263 -0.572 -2.969
C: -0.137 2.574 -1.146
C: -0.101 3.973 -1.274
C: -0.094 4.758 -0.148
C: -0.124 4.160 1.121
C: -0.160 2.791 1.182
N: -0.168 2.020 0.083
H: 0.419 -0.965 -5.049
H: -0.075 1.441 -5.646
H: -0.364 3.081 -3.845
H: 0.471 -1.591 -2.673
H: -0.051 4.434 -2.252
H: -0.057 5.837 -0.241
H: -0.113 4.749 2.029
H: -0.195 2.272 2.137
N: 4.422 -9.659 2.925
C: 3.836 -8.814 2.408
C: 3.098 -7.746 1.767
C: 3.466 -6.422 1.986
C: 2.757 -5.399 1.383
C: 1.673 -5.701 0.575
C: 1.306 -7.013 0.342
C: 2.023 -8.038 0.934
N: 0.911 -4.635 -0.012
C: 0.168 -4.688 -1.177
C: -0.427 -3.476 -1.299
N: -0.068 -2.680 -0.218
C: 0.714 -3.422 0.538
H: 4.318 -6.200 2.616
H: 3.071 -4.369 1.525
H: 0.455 -7.251 -0.288
H: 1.743 -9.069 0.760
H: 0.165 -5.547 -1.831
H: -1.090 -3.133 -2.083
H: 1.143 -3.121 1.484
C: -0.465 -3.242 4.975
C: -1.269 -3.558 3.751
C: -2.433 -2.861 3.438
C: -3.179 -3.142 2.305
C: -2.719 -4.203 1.405
N: -3.374 -4.566 0.225
C: -4.558 -4.176 -0.369
O: -5.180 -4.939 -1.077
N: -5.051 -2.872 -0.150
C: -4.376 -1.656 -0.235
C: -5.115 -0.479 -0.354
C: -4.463 0.736 -0.414
C: -3.083 0.775 -0.339
N: -2.368 -0.355 -0.223
C: -2.994 -1.544 -0.181
C: -1.574 -4.942 1.737
C: -0.856 -4.652 2.866
H: -0.980 -2.527 5.616
H: 0.515 -2.819 4.707
H: -0.265 -4.147 5.559
H: -2.781 -2.091 4.119
H: -4.108 -2.623 2.124
H: -3.134 -5.482 -0.120
H: -6.009 -2.842 -0.458
H: -6.201 -0.524 -0.390
H: -5.020 1.660 -0.507
H: -2.540 1.708 -0.383
H: -2.368 -2.418 -0.071
H: -1.275 -5.772 1.102
H: 0.013 -5.255 3.116

Results
- LUMO energy (alpha / beta): -5.9407 / -7.2846 eV
- Expectation value of S²: 6.057
- DFT total energy: -3001.761826 a.u.
- Total charge: +2
- Spin multiplicity: 5
- Energy above the lowest of the compared OMol25 structures with the same formula, charge and spin: 6.0 kcal per mole
- Maximum force: 0.04283 hartree/bohr
- Highest occupied orbital energy (alpha / beta): -9.2 / -13.4 eV

Results of the Mulliken charge analysis, in e, for atoms 1 through 8: 3.442, -1.881, 1.937, -2.273, -1.612, 0.203, 0.108, -1.431

---

2.
Computed, not measured: the molecule C3H7NO2, with the ωB97M-V functional and the def2-TZVPD basis.

Cartesian coordinates (Å):
N: 1.197 -1.791 -0.590
C: 0.007 -1.059 -0.190
C: 0.252 0.348 0.381
C: -0.933 1.262 0.446
O: -2.071 0.956 0.637
O: -0.502 2.559 0.323
H: 1.617 -1.157 -1.262
H: 1.173 -2.703 -1.014
H: -0.767 -0.987 -0.984
H: -0.533 -1.627 0.569
H: 0.935 0.882 -0.333
H: 0.772 0.131 1.321
H: -1.146 3.185 0.696

Results
- LUMO energy: 0.7621 eV
- SMILES: NCCC(=O)O
- DFT total energy: -323.744120 a.u.
- Energy above the lowest of the compared OMol25 structures with the same formula, charge and spin: 23.1 kcal per mole
- Maximum force: 0.05373 hartree/bohr
- Highest occupied orbital energy: -9.4 eV

Results of the Mulliken charge analysis, in e, for atoms 1 through 8: -0.581, -0.545, -0.302, 0.507, -0.529, -0.459, 0.210, 0.231